Entry 1:
17
Properties=species:S:1:pos:R:3:forces:R:3:mulliken_charge:R:1 method="wB97M-V/def2-TZVPD" fmax_ev_per_a=2.7 energy_ev=-14304.4756 smiles="NN(O)C(N)(N)C(=O)O" mol_weight_g_mol=136.1 total_charge=0
N 1.450 -0.943 -1.315 -0.52 -0.01 -0.94 -0.467
N 0.648 -1.021 -0.271 -1.17 -0.32 1.00 -0.110
O -0.944 -1.475 -0.591 0.89 0.14 -1.02 -0.620
C 0.235 0.347 0.209 -0.14 -0.82 -0.18 1.068
N 0.131 1.264 -0.899 -0.02 -0.14 0.12 -0.786
N 1.173 0.814 1.179 -0.21 0.28 0.02 -0.724
C -1.114 -0.021 0.901 0.52 1.71 1.96 0.526
O -1.150 -0.600 1.974 -0.15 0.01 -1.09 -0.639
O -2.106 0.827 0.506 0.06 -0.58 -0.19 -0.500
H 1.190 -0.223 -2.003 0.20 -0.35 0.20 0.259
H 1.728 -1.847 -1.678 0.01 0.23 0.13 0.245
H -1.074 -2.261 -0.044 0.36 0.02 0.03 0.346
H 0.214 2.213 -0.560 0.00 -0.04 0.03 0.261
H -0.772 1.162 -1.351 0.04 0.05 0.05 0.236
H 2.114 0.793 0.801 -0.07 -0.03 0.04 0.261
H 1.113 0.229 2.006 0.06 0.04 -0.12 0.292
H -2.836 0.742 1.138 0.12 -0.19 -0.02 0.351

***

Entry 2:
13
Properties=species:S:1:pos:R:3:forces:R:3:mulliken_charge:R:1 method="wB97M-V/def2-TZVPD" fmax_ev_per_a=3.3 energy_ev=-11648.5216 mol_weight_g_mol=115.1 total_charge=0
C 2.166 -0.223 -0.301 0.51 2.48 -2.06 -0.732
N 0.746 -0.062 -0.624 1.31 -0.19 -0.40 0.451
N 0.097 -1.210 -0.501 0.62 -0.11 -0.64 -0.401
N -1.041 -1.044 -0.074 -2.30 0.48 1.68 -0.311
C -1.204 0.338 0.313 0.67 1.06 -1.18 0.437
N -2.210 0.955 0.784 -0.29 -1.74 0.30 -0.402
O -3.254 0.010 1.072 1.26 -1.11 -0.48 -0.356
N 0.017 0.989 -0.042 -0.37 0.36 -0.11 -0.305
H 2.706 0.509 -0.996 -0.40 -0.58 1.53 0.260
H 2.513 -1.159 -0.676 -0.16 -0.91 0.17 0.327
H 2.335 -0.056 0.753 0.28 0.02 0.18 0.324
H -2.831 -0.910 0.923 -1.12 1.82 0.27 0.401
H -0.041 1.863 -0.630 -0.01 -1.57 0.76 0.306

***

Entry 3:
45
Properties=species:S:1:pos:R:3:forces:R:3:mulliken_charge:R:1 method="wB97M-V/def2-TZVPD" fmax_ev_per_a=1.2 energy_ev=-43478.6601 smiles="COc1cc(C(=O)NCC(=O)N/N=C/c2cccs2)cc(OC)c1OC" mol_weight_g_mol=377.4 total_charge=0
C -4.191 -2.642 -2.567 0.09 -0.08 -0.23 -0.916
O -4.619 -2.099 -1.341 0.04 0.27 0.35 -0.424
C -3.862 -1.126 -0.772 -0.14 0.04 0.20 0.731
C -2.703 -0.607 -1.318 0.09 0.06 -0.05 -0.718
C -2.012 0.406 -0.660 -0.43 -0.36 0.22 -0.494
C -0.779 0.917 -1.301 0.02 0.28 0.07 0.492
O -0.090 0.228 -2.045 -0.03 -0.16 -0.23 -0.784
N -0.463 2.206 -1.042 -0.06 0.19 0.14 -0.174
C 0.700 2.849 -1.616 0.32 -0.11 -0.01 -0.798
C 1.982 2.518 -0.828 -0.27 0.27 -0.18 0.482
O 2.575 3.331 -0.162 0.07 0.16 0.09 -0.599
N 2.324 1.212 -0.981 -0.46 -0.78 -0.65 0.396
N 3.388 0.677 -0.362 0.70 -0.04 0.53 -0.807
C 3.621 -0.567 -0.510 -0.96 0.43 -0.56 -0.241
C 4.743 -1.186 0.118 0.91 -0.31 0.56 0.581
C 5.116 -2.506 0.050 -0.38 0.55 -0.13 -0.639
C 6.279 -2.784 0.788 0.35 0.05 0.26 -0.410
C 6.777 -1.678 1.407 -0.19 0.17 -0.08 -0.413
S 5.840 -0.272 1.105 -0.12 -0.50 -0.21 -0.070
C -2.470 0.869 0.566 0.11 0.04 -0.13 -0.838
C -3.622 0.346 1.143 -0.18 -0.02 0.08 0.955
O -4.091 0.763 2.365 -0.05 -0.35 -0.42 -0.477
C -3.377 1.747 3.071 0.11 0.16 0.13 -0.940
C -4.346 -0.650 0.469 -0.10 -0.15 -0.10 0.758
O -5.490 -1.262 0.866 0.46 0.08 -0.27 -0.450
C -6.173 -0.881 2.038 -0.36 0.06 0.44 -0.797
H -4.162 -1.883 -3.356 0.01 -0.03 0.04 0.365
H -4.930 -3.399 -2.824 0.08 0.05 -0.02 0.225
H -3.206 -3.110 -2.479 -0.03 0.03 0.00 0.371
H -2.308 -0.960 -2.256 0.00 -0.08 -0.09 0.507
H -1.023 2.738 -0.398 -0.06 -0.08 -0.10 0.227
H 0.555 3.929 -1.607 0.09 -0.14 0.03 0.400
H 0.814 2.498 -2.646 -0.06 0.11 0.08 0.317
H 1.706 0.610 -1.546 0.17 0.32 0.22 0.345
H 2.977 -1.214 -1.119 0.02 0.09 0.03 0.305
H 4.570 -3.243 -0.511 -0.14 -0.10 -0.12 0.383
H 6.726 -3.760 0.856 0.10 -0.14 0.03 0.386
H 7.648 -1.609 2.029 0.19 -0.02 0.13 0.407
H -1.902 1.610 1.105 0.03 0.06 0.10 0.550
H -3.931 1.894 3.997 0.09 0.04 -0.05 0.254
H -2.360 1.419 3.310 -0.03 0.02 -0.03 0.352
H -3.339 2.694 2.522 0.02 -0.04 0.01 0.357
H -7.066 -1.506 2.055 0.05 0.06 0.01 0.273
H -6.467 0.171 2.012 0.01 -0.09 0.01 0.299
H -5.580 -1.069 2.934 -0.08 0.02 -0.08 0.271

***

Entry 4:
13
Properties=species:S:1:pos:R:3:forces:R:3:mulliken_charge:R:1 method="wB97M-V/def2-TZVPD" fmax_ev_per_a=3.0 energy_ev=-40785.7750 mol_weight_g_mol=214.2 total_charge=0
C -2.261 0.137 0.264 -0.22 -1.30 0.85 0.274
C 2.230 0.056 0.477 2.44 0.81 1.61 0.285
O -1.785 -2.392 -0.431 -0.67 -1.18 -1.77 -0.482
O 1.839 -2.119 -0.991 -0.46 -0.06 -0.59 -0.473
O 0.038 -1.098 0.715 -0.21 0.32 -0.50 -0.305
F -1.889 0.373 -1.010 -0.89 0.31 0.86 -0.204
F -1.741 1.053 1.107 -0.07 -0.02 -0.47 -0.218
F 1.780 0.565 1.643 -0.91 0.15 0.55 -0.229
F 1.813 0.810 -0.520 -0.58 -0.06 -0.73 -0.183
S -1.574 -1.586 0.715 1.32 1.09 1.72 0.539
S 1.562 -1.747 0.370 0.27 0.87 0.88 0.523
H -3.380 0.000 0.545 1.49 0.64 -1.35 0.247
H 3.366 0.278 0.638 -1.49 -1.57 -1.06 0.226

***

Entry 5:
14
Properties=species:S:1:pos:R:3:forces:R:3:mulliken_charge:R:1 method="wB97M-V/def2-TZVPD" fmax_ev_per_a=6.1 energy_ev=-13439.8480 smiles="CO[C@@H](O)C(=O)OO" mol_weight_g_mol=122.1 total_charge=0
C 1.650 0.961 0.665 -0.78 -0.11 0.36 -0.597
O 0.860 0.981 -0.508 0.18 1.69 -4.07 -0.447
C -0.299 0.201 -1.276 3.44 -0.10 4.61 0.248
O 0.224 -0.736 -2.123 -0.45 0.61 0.87 -0.458
C -0.745 -0.177 0.143 -5.84 -1.81 0.56 0.551
O -1.094 0.439 1.153 1.89 -1.00 -2.72 -0.606
O -1.331 -1.482 -0.036 -0.06 0.98 0.67 -0.218
O -2.495 -1.600 0.841 1.60 -0.08 0.00 -0.325
H 2.488 1.644 0.508 0.04 -0.30 -0.34 0.252
H 1.068 1.400 1.478 0.08 -0.35 0.22 0.252
H 2.009 -0.039 0.921 0.07 0.01 0.14 0.280
H -1.044 0.831 -1.763 0.70 0.39 0.04 0.347
H 0.822 -1.309 -1.611 -0.26 0.18 -0.31 0.357
H -2.114 -1.114 1.607 -0.61 -0.10 -0.05 0.365

***

Please write out number 2 again, unchanged.
13
Properties=species:S:1:pos:R:3:forces:R:3:mulliken_charge:R:1 method="wB97M-V/def2-TZVPD" fmax_ev_per_a=3.3 energy_ev=-11648.5216 mol_weight_g_mol=115.1 total_charge=0
C 2.166 -0.223 -0.301 0.51 2.48 -2.06 -0.732
N 0.746 -0.062 -0.624 1.31 -0.19 -0.40 0.451
N 0.097 -1.210 -0.501 0.62 -0.11 -0.64 -0.401
N -1.041 -1.044 -0.074 -2.30 0.48 1.68 -0.311
C -1.204 0.338 0.313 0.67 1.06 -1.18 0.437
N -2.210 0.955 0.784 -0.29 -1.74 0.30 -0.402
O -3.254 0.010 1.072 1.26 -1.11 -0.48 -0.356
N 0.017 0.989 -0.042 -0.37 0.36 -0.11 -0.305
H 2.706 0.509 -0.996 -0.40 -0.58 1.53 0.260
H 2.513 -1.159 -0.676 -0.16 -0.91 0.17 0.327
H 2.335 -0.056 0.753 0.28 0.02 0.18 0.324
H -2.831 -0.910 0.923 -1.12 1.82 0.27 0.401
H -0.041 1.863 -0.630 -0.01 -1.57 0.76 0.306